# 1
C32H37BGeN8O2V | ωB97M-V/def2-TZVPD

Last column: Mulliken spin population.
Cartesian coordinates (Å):
C: 3.927 -0.355 -5.044  0.0001
C: 1.290 -2.250 -1.522  0.0005
H: 5.221 1.361 -5.074  0.0000
C: -0.998 0.185 -2.422  0.0017
N: -1.694 0.585 2.787  -0.0295
H: -3.767 2.811 -1.719  0.0000
H: 0.377 5.008 -0.334  0.0002
H: 1.945 -1.385 3.026  0.0018
N: -0.612 3.302 2.256  0.0166
C: -2.716 -0.195 2.430  0.0233
H: -2.166 3.167 -3.574  0.0000
C: -0.269 -2.297 -4.265  -0.0012
C: -0.799 -4.503 -5.122  -0.0001
H: -2.239 -1.740 5.418  0.0002
H: -1.032 5.347 2.004  -0.0001
C: 1.434 -0.628 0.499  0.0137
C: -1.092 1.344 -3.197  -0.0001
H: -1.101 -3.208 3.960  -0.0005
H: -1.865 3.829 4.107  -0.0001
C: -2.923 0.917 -1.154  0.0001
H: 1.049 2.346 -0.283  0.0034
H: -4.936 0.057 2.550  -0.0001
N: -2.237 1.718 3.296  0.0174
H: 1.387 -3.433 4.251  0.0000
C: 1.393 2.051 6.070  -0.0045
H: -3.625 0.753 -0.343  0.0005
C: -1.058 -3.965 -6.376  0.0000
H: -0.899 -5.571 -4.962  0.0000
H: -1.357 -4.611 -7.194  0.0000
N: -0.150 2.377 4.525  0.0445
N: 0.977 -1.637 3.195  0.0127
C: -2.096 2.278 -2.956  -0.0001
H: 0.562 -2.887 -1.013  -0.0005
N: 0.630 1.372 4.063  -0.0666
H: -0.204 -4.107 -3.100  0.0002
H: 2.464 -1.907 -4.837  -0.0001
H: 3.793 2.675 -3.534  0.0000
C: -0.565 -2.783 4.814  0.0014
H: 1.937 -2.889 -2.132  -0.0003
C: 2.165 -1.520 -0.487  0.0013
O: 0.163 -0.636 0.554  -0.0261
C: -0.934 -2.594 -6.580  -0.0004
H: -0.849 -1.177 6.070  0.0002
H: 1.358 -1.965 5.227  -0.0012
H: -4.189 2.466 3.622  0.0016
C: 0.286 2.802 5.722  0.0327
H: -0.207 3.609 6.243  0.0032
C: -3.936 0.426 2.721  -0.0022
H: 1.723 1.700 -2.632  -0.0002
C: 3.504 1.670 -3.820  0.0004
C: 1.934 -0.176 -3.671  -0.0001
C: 0.154 4.274 0.424  0.0024
O: 2.106 0.096 1.292  -0.0076
H: -0.439 -0.701 -5.700  0.0004
H: 0.671 -2.162 2.381  0.0001
H: -0.377 1.524 -3.994  -0.0001
H: -2.528 -1.165 1.995  0.0006
V: 0.241 0.485 2.319  0.9275
C: -0.557 4.466 1.599  0.0002
H: 2.710 -2.246 0.122  0.0011
C: 2.331 1.115 -3.317  0.0005
C: 4.304 0.935 -4.684  0.0000
H: -0.529 -3.548 5.595  -0.0003
Ge: 0.400 -1.100 -2.859  -0.0006
H: 2.910 -0.896 -0.983  -0.0008
C: -1.934 -0.024 -1.408  -0.0017
C: -3.575 1.650 3.262  0.0170
C: 2.752 -0.902 -4.542  -0.0007
N: 0.044 2.339 1.556  -0.0154
C: 0.507 2.924 0.448  -0.0042
N: -1.262 -1.565 5.230  0.0015
H: 1.991 2.136 6.963  0.0006
H: -1.136 -2.170 -7.558  0.0000
C: -0.542 -1.770 -5.532  0.0012
H: 2.339 0.431 4.844  -0.0001
H: -1.879 -0.918 -0.797  -0.0009
C: -0.407 -3.673 -4.076  0.0009
C: -3.004 2.069 -1.926  -0.0001
C: 0.870 -2.484 4.399  0.0027
C: 1.572 1.175 4.992  0.0681
B: -1.282 2.904 3.607  -0.0352
H: 4.548 -0.934 -5.715  0.0000

Values from the calculation:
2S+1   2
HOMO energy (spin up / spin down)   -5.78 / -5.24 eV

=====

# 2
C32H37Cl3GeKN4O3 | ωB97M-V/def2-TZVPD

Last column: Mulliken spin population.
Cartesian coordinates (Å):
H: 4.253 0.003 -1.017  0.0033
C: -5.837 4.598 0.496  0.0000
N: -1.291 -1.798 -1.645  -0.0029
Ge: 2.631 1.237 -3.964  0.5731
C: -0.394 -2.547 0.543  0.0016
H: 4.078 -1.706 3.187  0.0000
H: -0.701 -0.982 4.600  0.0000
H: -7.367 3.218 0.103  0.0000
H: 4.540 -3.347 1.613  -0.0001
N: -0.943 -1.645 1.285  -0.0003
H: -4.333 6.010 0.909  0.0000
C: -4.499 4.955 0.695  0.0002
H: -1.465 1.167 4.170  0.0000
C: 3.414 -0.832 1.331  0.0025
H: -1.544 3.340 2.534  0.0000
H: 6.579 -3.408 -2.144  0.0000
C: -0.347 1.533 2.363  0.0002
H: 2.627 -0.674 3.295  0.0000
O: -0.054 3.367 -1.713  0.0110
H: 2.841 3.926 -1.483  0.0001
C: 4.329 -1.579 0.406  -0.0129
C: 2.182 -4.115 -0.382  -0.0017
H: -6.213 1.336 -0.469  0.0000
Cl: 4.514 1.911 -2.984  0.0577
C: -0.293 -2.191 -0.923  -0.0004
H: 0.504 -0.639 3.376  0.0000
C: -3.599 -1.131 -2.155  0.0001
H: -2.712 -1.230 -0.178  0.0004
N: -2.186 2.085 0.938  0.0003
H: -5.130 0.395 -2.341  0.0000
H: 1.673 5.155 -2.026  0.0001
C: -3.360 4.188 0.716  0.0001
H: -0.494 3.305 1.128  0.0002
K: -0.826 0.928 -1.135  0.0100
C: -2.653 -1.777 -1.124  -0.0002
Cl: 2.376 2.792 -5.533  0.0472
H: -6.585 5.373 0.621  0.0000
C: -4.484 -0.036 -1.560  -0.0002
H: 2.949 -2.860 -1.902  0.0001
H: -2.969 -2.808 -0.909  0.0001
C: 2.081 -3.023 -1.266  -0.0159
H: 1.413 -5.442 1.055  0.0002
H: -2.443 4.712 0.958  0.0001
H: 1.125 -1.510 -2.366  0.0071
H: -2.167 -1.998 2.920  0.0001
H: -5.162 -0.487 -0.818  0.0000
C: 2.113 4.186 -2.252  -0.0005
C: -3.190 2.769 0.512  -0.0004
C: 0.060 -3.861 0.949  0.0008
H: 3.078 -4.721 -0.449  -0.0001
H: -2.160 0.475 2.708  0.0000
H: -2.977 -0.693 -2.939  -0.0002
C: -4.177 1.941 -0.285  0.0000
C: -1.094 -1.882 2.706  0.0002
H: 2.635 4.209 -3.206  0.0003
C: 5.630 -3.504 -0.222  -0.0004
H: 0.507 1.923 2.929  0.0000
O: 1.293 1.948 -2.735  0.0625
C: -1.151 2.674 1.747  -0.0005
H: 5.702 -1.141 -2.657  -0.0019
H: 2.518 -2.301 2.590  0.0000
C: 3.148 -1.412 2.696  -0.0001
C: 5.472 -1.621 -1.714  -0.0133
C: 4.660 -0.972 -0.799  0.0222
C: 5.957 -2.890 -1.424  -0.0007
Cl: 3.517 -0.466 -5.348  0.2348
C: 1.212 -4.503 0.539  -0.0007
C: -5.594 2.176 -0.178  0.0000
H: -4.227 -1.884 -2.643  0.0001
H: -0.498 -4.336 1.747  -0.0003
H: 0.071 0.900 1.573  -0.0002
C: 4.817 -2.850 0.693  0.0009
C: -6.284 3.322 0.156  0.0000
O: 2.900 0.199 0.958  0.0008
H: 5.990 -4.502 -0.006  0.0000
N: -3.646 0.959 -0.934  0.0004
C: -0.570 -0.715 3.545  0.0000
C: -1.220 0.638 3.241  0.0000
H: -0.598 -2.799 3.051  0.0000
C: 1.027 -2.183 -1.518  0.0153
C: 1.024 3.145 -2.233  0.0000

Values from the calculation:
2S+1   2
Net charge   -2
HOMO energy (spin up / spin down)   -1.21 / -1.21 eV
ΔE to the lowest compared entry with this formula, charge and spin   14.1 kcal/mol

=====

# 3
C32H37F2N5O6PS4 | ωB97M-V/def2-TZVPD

Last column: Mulliken charge in e.
Cartesian coordinates (Å):
C: -0.094 0.349 -0.234  -1.5124
H: 2.499 0.544 0.565  0.3328
H: 1.472 -1.272 0.739  0.2047
H: -5.122 0.838 2.445  0.3977
H: -3.398 -3.725 1.992  0.4062
C: 4.033 1.998 0.146  0.3667
H: 1.493 4.236 -0.369  0.3680
C: 2.038 -1.655 -1.304  -0.2046
C: -3.663 3.765 0.012  -1.0244
H: -2.123 -1.368 -0.897  0.5084
H: 5.449 4.077 -0.144  0.4196
H: -6.835 4.000 1.137  0.3888
C: -1.336 1.963 -3.442  -1.0881
C: 4.423 4.435 -0.126  -1.6344
H: -6.699 1.579 0.774  0.5064
C: 2.526 -2.662 -2.119  -0.0428
C: -5.374 -0.389 -1.161  0.3558
P: 0.059 2.077 -2.253  0.3278
C: 2.053 -3.278 0.476  -0.9504
H: -1.206 1.204 -4.213  0.4100
O: 1.299 2.446 -3.272  -0.5792
C: -4.414 -0.639 1.052  0.9417
H: -4.038 -2.902 4.201  0.3976
C: -3.901 -1.931 0.964  -0.1622
H: 5.231 2.414 1.905  0.3612
H: -0.302 -1.741 -2.211  0.9652
C: 2.519 -4.203 -0.448  -0.4714
H: -2.407 0.295 -1.452  -1.0911
S: 3.611 -5.675 3.277  1.1063
F: 6.264 -5.601 4.578  -0.2666
C: -4.140 -2.249 3.350  -0.5826
S: 5.929 -4.406 3.578  1.1092
C: -5.921 3.570 0.758  -0.8547
C: 4.246 2.024 1.666  -1.7492
N: 2.768 -3.916 -1.722  -0.6904
H: 1.188 1.984 -4.117  0.3093
C: -4.755 -0.167 2.310  -0.2583
H: -4.886 -0.555 4.413  0.3976
S: -6.931 -0.031 -1.423  -0.2113
C: -3.779 -2.721 2.095  -0.9432
C: 1.780 -0.244 -1.843  2.7477
H: -0.722 -0.533 -3.387  0.3500
O: 6.481 -4.844 2.336  -0.5697
S: -4.732 -1.662 -2.228  -0.2002
C: 1.844 -0.311 -3.331  -1.1608
H: 5.014 1.912 -0.320  0.6930
C: -4.822 4.372 0.473  -0.4762
C: -3.598 2.397 -0.185  -0.1043
H: -2.805 4.386 -0.198  0.4370
H: 2.255 4.275 1.193  0.5666
H: -2.668 -2.011 -3.364  0.4842
H: 3.517 2.656 2.165  0.3374
H: 2.700 -5.213 -0.109  0.5232
C: -2.088 -0.692 -1.741  1.2019
C: 1.820 -1.996 0.024  -0.1036
H: -2.280 1.831 -2.921  0.2391
H: -4.842 5.444 0.595  0.4017
C: -5.846 2.201 0.559  0.0783
H: 2.756 -2.475 -3.158  0.4659
H: -1.368 2.946 -3.903  0.4882
O: 6.530 -3.280 4.215  -0.6317
C: -0.664 -0.720 -2.319  -2.4327
C: -4.697 1.589 0.070  -1.0250
H: -3.227 -0.343 -3.494  0.3894
C: -3.073 -1.172 -2.807  -1.0048
H: 4.302 5.252 -0.834  0.3714
N: 4.354 -4.327 3.640  -0.3266
C: 3.409 3.289 -0.384  0.7703
H: 3.288 3.251 -1.461  0.3509
H: 1.501 2.769 0.557  0.3381
C: 3.267 0.719 -0.186  -1.0252
H: -2.653 2.001 -0.518  0.5024
C: -4.616 -0.953 3.446  -0.8277
N: 1.898 -0.378 -4.462  -0.6867
O: 3.754 -6.736 4.218  -0.5775
C: 2.095 3.649 0.322  -1.7937
H: 4.149 1.017 2.061  0.4843
H: 4.259 4.851 0.865  0.3346
F: 2.112 -5.170 3.531  -0.2854
N: -4.558 0.163 -0.143  0.9872
H: -3.584 -2.361 0.031  0.1757
H: 1.879 -3.540 1.503  0.5879
C: 0.319 0.268 -1.626  3.1123
O: 3.583 -6.023 1.889  -0.5456
O: 2.810 0.674 -1.541  -0.5682
N: -0.405 0.373 0.858  -0.6904
H: 3.995 -0.086 -0.067  0.3540

Values from the calculation:
2S+1   1
Net charge   -1
HOMO energy   -6.89 eV

=====

- The lowest 2S+1 belongs to which entry?
  C32H37F2N5O6PS4

=====

- Which of these has the lowest 2S+1?
  C32H37F2N5O6PS4